[1]
77
Properties=species:S:1:pos:R:3:lowdin_spin:R:1 method="wB97M-V/def2-TZVPD" s2=0.768 lumo_energy_ev="-8.57 / -8.50" total_charge=+2 e_homo_ev="-13.82 / -13.68" relative_energy_kcal_mol=134.6 spin_multiplicity=2 energy_ha=-2934.46947
C 0.2847 -4.3942 2.8557 0.000
C 0.5922 -0.2217 6.0816 0.006
H 0.1273 -0.4006 7.0399 0.000
C 0.1836 5.1131 -0.7992 0.000
H -1.1680 -4.4129 -4.7741 0.000
C 2.4747 -0.3120 4.6176 0.006
C -2.2263 1.5373 -1.9943 -0.001
H 0.5617 -4.5064 -5.0888 0.000
C 1.7079 0.3261 3.6452 0.000
C 0.6739 -2.5776 -3.2473 0.000
C -0.6330 -3.9226 0.2687 0.002
C 0.4365 -5.3778 1.8779 0.003
S 0.7925 1.2702 -2.2779 0.000
H 1.8671 7.1655 -2.8728 0.000
C -0.2905 -3.1739 2.5468 0.002
N -0.1214 1.9054 -0.9090 0.000
C 1.0844 4.0547 -0.7224 0.000
C 0.6398 2.8186 0.0474 0.000
N 1.5083 1.4848 1.6477 -0.028
H -1.1685 0.6387 5.1916 0.003
H -0.9872 0.6899 -4.4473 0.000
H -1.5634 5.8761 0.0266 0.000
O -0.0157 -0.5384 0.6552 0.127
N 1.8050 2.1729 0.6452 0.039
H 2.4925 -1.0676 6.6258 0.000
H 0.3421 -7.4965 2.1190 0.000
C 2.5863 5.2805 -2.1368 0.000
C -0.1297 -2.5955 -4.3881 0.000
C 1.0807 -6.6951 2.1850 0.001
C -4.1595 1.0581 -0.6708 0.000
O -2.0375 -1.3954 -0.4199 0.009
H -5.1997 0.7888 -0.5687 0.000
C -3.5564 1.1903 -1.9171 0.000
C -0.0474 -5.1323 0.5901 -0.001
C 0.4516 6.2272 -1.5820 0.000
C -0.3111 -3.8607 -5.1691 0.000
H -3.8302 1.2467 1.4398 0.002
H 1.5168 -6.7150 3.1811 0.000
H 1.8552 -6.9228 1.4524 0.000
H 1.1941 -3.4799 -2.9526 0.000
C 0.8483 -1.4203 -2.5130 0.000
H -4.1332 1.0463 -2.8208 0.000
C -1.0241 4.2004 1.0190 0.008
H -0.2729 7.0313 -1.6340 0.000
H -1.7625 4.3786 1.7917 0.003
C 2.2764 0.7336 2.3974 0.016
N -0.9473 5.0770 0.0330 0.003
C -1.4818 1.6719 -0.8181 0.000
H 3.0209 3.3559 -1.3004 0.000
C 2.3045 4.1578 -1.3765 -0.001
H 3.5045 -0.5591 4.3985 0.000
O 0.6287 2.2523 -3.3031 0.000
O -1.9772 -0.7330 1.9665 0.023
H -0.5085 -3.6577 -6.2197 0.000
H 3.2812 0.4554 2.0971 -0.001
C -0.1271 0.3764 5.0558 0.008
H 0.0379 -5.9119 -0.1571 0.000
C -0.5745 -0.2399 -4.0806 0.000
H 3.5437 5.3579 -2.6324 0.000
O 2.0913 1.0304 -1.7149 0.002
H 0.6084 -4.5948 3.8689 0.000
N 0.4055 0.6459 3.8697 0.011
C -0.7612 -1.4149 -4.7825 0.000
C 0.2102 -0.2620 -2.9349 0.000
N -2.0894 1.5799 0.3893 -0.002
H -1.3741 -1.4135 -5.6745 0.000
Ir -0.7361 1.1251 2.0403 0.739
C -0.7300 -2.9492 1.2507 0.001
C -3.4004 1.2880 0.4478 0.004
H 1.4953 -1.3845 -1.6496 0.000
C 1.9116 -0.5839 5.8526 0.001
H -1.0314 -3.7147 -0.7136 0.000
H -0.4357 -2.4075 3.2987 0.000
S -1.2832 -1.3460 0.7930 0.005
N -0.2548 3.1608 1.1506 0.006
H -1.7273 1.7237 -2.9322 0.000
C 1.6510 6.2984 -2.2646 0.000

[2]
10
Properties=species:S:1:pos:R:3:nbo_charge:R:1 method="wB97M-V/def2-TZVPD" lumo_energy_ev="-0.70 / -0.70" total_charge=0 e_homo_ev="-8.70 / -8.70" relative_energy_kcal_mol=127.9 energy_ha=-1038.43385
S 1.9241 -0.4341 0.4550 0.314
C -0.9508 -0.5387 0.2129 -0.186
N -0.5038 -0.7909 -1.1023 -0.094
S 0.0039 -1.8690 0.8040 0.150
N 0.4214 0.0387 -1.3575 -0.177
H 1.1145 -0.3377 -1.9374 0.382
H -0.9653 0.9614 1.9559 0.245
H -1.0444 1.6301 0.3432 0.221
N 0.9537 0.6506 -0.1845 -0.592
C -0.9534 0.6896 0.8107 -0.264

[3]
23
Properties=species:S:1:pos:R:3:nbo_charge:R:1 method="wB97M-V/def2-TZVPD" lumo_energy_ev=-2.88 total_charge=+1 e_homo_ev=-12.90 relative_energy_kcal_mol=115.2 energy_ha=-346.72891
H -0.2053 -2.2642 -0.4034 0.391
C 2.6038 -0.4151 0.6435 -0.450
H 3.5508 0.0724 0.3823 0.252
H -2.5658 -1.3933 -0.5705 0.217
H 2.7120 -0.8473 1.6340 0.238
H 1.0561 0.7463 1.4399 0.444
C -2.9098 -0.6173 0.0941 -0.433
H 2.2088 1.7639 -0.8208 0.244
H -3.0229 1.5904 -0.6762 0.234
H -2.0312 0.4982 -1.6254 0.199
N 1.3013 0.3772 0.5058 -0.390
N 0.2284 -1.4653 -0.6121 -0.834
H 0.2577 -1.1738 1.4041 0.203
C -1.7808 0.2355 0.5946 -0.204
H -1.9327 0.9933 1.3504 0.220
H 0.8755 0.8691 -1.4275 0.230
H 0.7103 2.3562 -0.1576 0.263
H 2.4391 -1.3051 -0.0409 0.257
C -2.5189 0.6819 -0.6471 -0.428
H -3.8009 -0.8007 0.6905 0.251
C 1.2111 1.4065 -0.5097 -0.438
C 0.1921 -0.6512 0.5039 0.153
H -0.1698 -1.0087 -1.4606 0.383

[4]
43
Properties=species:S:1:pos:R:3:nbo_charge:R:1 method="wB97M-V/def2-TZVPD" lumo_energy_ev=2.85 total_charge=-1 e_homo_ev=-1.99 relative_energy_kcal_mol=0.1 energy_ha=-1354.48629
H 2.4087 5.7853 -0.0004 0.196
H 7.9063 1.0523 1.1229 0.203
N 0.3708 -3.8451 -0.2101 -0.691
H 1.2703 -3.8398 0.2533 0.332
H 7.1479 0.2686 -1.0988 0.204
H -2.6660 -1.0816 1.0903 0.151
H 1.0477 -2.2665 -3.6115 0.215
H 3.5522 3.5858 0.0085 0.205
C 1.8293 4.8694 -0.0097 -0.246
C 5.9096 1.3952 1.8404 -0.217
C 2.4315 0.7946 -4.0872 -0.227
C 2.1846 0.3158 -1.7351 -0.246
C 4.1140 0.9070 0.2876 -0.224
H -0.7522 -2.6880 1.0403 0.336
H 4.7490 0.1778 -1.6283 0.223
Cd -0.7699 0.5142 0.1147 1.186
N -0.3055 -2.6293 0.1317 -0.721
C 1.8928 -0.4537 -4.3959 -0.216
C -2.4662 -0.7043 0.0731 -1.660
H 1.7737 -0.7481 -5.4320 0.202
C 5.0654 0.5183 -0.6512 -0.246
C 0.2867 2.4838 -0.0201 -0.501
C 6.8490 1.0112 0.8909 -0.229
H 3.8300 1.6368 2.2871 0.217
H 2.7293 1.4708 -4.8794 0.203
C 2.5670 1.1774 -2.7645 -0.238
H 6.2301 1.7358 2.8173 0.205
C 1.4936 -1.3068 -3.3835 -0.202
H 1.3118 -1.5891 -1.2611 0.254
H -1.0573 -2.3906 -0.5176 0.415
C 2.4677 3.6337 0.0069 -0.274
P 2.2925 0.7740 0.0426 0.780
H -3.2449 0.0529 -0.1271 0.154
H -1.3917 3.8243 -0.1049 0.197
C 0.4421 4.9167 -0.0415 -0.229
H -0.0613 5.8780 -0.0498 0.194
C 4.5574 1.3322 1.5422 -0.236
C 1.6422 -0.9238 -2.0515 -0.242
H 2.9561 2.1602 -2.5206 0.217
C 6.4244 0.5725 -0.3520 -0.215
C -0.3090 3.7431 -0.0641 -0.245
C 1.6979 2.4758 0.0137 -0.300
H -0.1343 -4.6663 0.1100 0.316